Entry 1:
Molecular formula: C5H9NO
Method: DFT, the ωB97M-V functional and the def2-TZVPD basis

Each line ends with the Löwdin charge.
Cartesian coordinates (Å):
C  0.67310  0.98772  -1.55260  -0.0664
C  0.21861  -0.24297  -0.78475  -0.3142
C  1.20261  -0.96114  0.18114  -0.1257
C  0.18806  -0.81343  1.35671  -0.0773
C  -0.67383  -0.01038  0.40329  -0.2949
N  -1.75491  0.63385  0.33178  0.0317
O  -2.50832  0.69319  1.49047  -0.0467
H  1.31649  0.70802  -2.39265  0.0746
H  1.22550  1.67805  -0.90480  0.0810
H  -0.19577  1.52658  -1.94713  0.0752
H  -0.27903  -0.94361  -1.46652  0.1429
H  1.45744  -1.98638  -0.09622  0.1022
H  2.12423  -0.39283  0.33579  0.1063
H  0.55103  -0.28522  2.24461  0.1115
H  -0.28010  -1.74830  1.68364  0.1140
H  -3.26512  1.15687  1.11725  0.0857

As for the structure (SMILES): C[C@H]1CC/C1=N\O. The energy above the lowest of the compared OMol25 structures with the same formula, charge and spin comes out at 69.63 kcal per mole. Its maximum force is 0.71 eV/A. The LUMO energy comes out at 1.1117 eV. The total energy comes out at -325.82660 hartree. The frontier orbital gap is 10.53 eV.

Entry 2:
Molecular formula: C5H9NO
Method: DFT, the ωB97M-V functional and the def2-TZVPD basis

Each line ends with the Löwdin charge.
Cartesian coordinates (Å):
C  0.65679  1.61488  0.55426  -0.0073
C  0.59939  0.22529  2.24355  -0.2284
C  0.04348  -0.23949  -0.11229  -0.4623
C  0.93619  -0.73055  -1.19951  -0.0540
C  -1.47239  -0.14398  -0.49654  -0.0666
N  0.92329  1.52092  1.75245  0.0145
O  0.34566  -0.72712  1.16497  -0.1408
H  0.78622  2.46968  -0.14602  0.0911
H  1.47493  -0.39106  2.73373  0.1577
H  -0.28786  0.38466  2.91616  0.1279
H  0.61083  -0.18289  -2.12002  0.0991
H  0.65194  -1.78987  -1.40203  0.0950
H  1.90048  -0.61608  -0.72758  0.0841
H  -1.62511  0.75241  -1.28799  0.1123
H  -2.10579  0.31643  0.36921  0.0941
H  -1.86040  -1.15138  -0.84743  0.0838

The energy above the lowest of the compared OMol25 structures with the same formula, charge and spin comes out at 90.63 kcal per mole. Its maximum force is 4.91 eV/A. The LUMO energy comes out at 0.8720 eV. The total energy comes out at -325.79313 hartree. The frontier orbital gap is 9.61 eV.

Entry 3:
Molecular formula: C5H9NO
Method: DFT, the ωB97M-V functional and the def2-TZVPD basis

Each line ends with the Löwdin charge.
Cartesian coordinates (Å):
C  -0.89416  -0.63768  0.84874  -0.0437
C  -1.20115  0.24411  -0.32562  -0.2993
N  -0.62105  1.58690  -0.23244  0.0664
C  -0.02485  0.61529  -1.14954  -0.2716
C  1.24934  -0.00620  -0.64575  -0.0910
C  1.06883  -0.39479  0.81674  -0.3590
O  1.57147  -1.54308  1.25116  -0.1317
H  -1.22422  -0.23168  1.80739  0.1069
H  -1.32984  -1.64108  0.70196  0.1183
H  0.26418  -1.38286  1.10611  0.1277
H  -2.17400  0.13731  -0.80278  0.1370
H  -1.19197  2.25286  -0.74471  0.0983
H  -0.13833  0.76727  -2.22063  0.1392
H  2.10288  0.68134  -0.70503  0.1303
H  1.49090  -0.91591  -1.20565  0.1292
H  1.05199  0.46819  1.50005  0.1428

The energy above the lowest of the compared OMol25 structures with the same formula, charge and spin comes out at 123.24 kcal per mole. Its maximum force is 0.45 eV/A. The LUMO energy comes out at 0.8507 eV. The total energy comes out at -325.74117 hartree. The frontier orbital gap is 9.78 eV.

Entry 4:
Molecular formula: C5H9NO
Method: DFT, the ωB97M-V functional and the def2-TZVPD basis

Each line ends with the Löwdin charge.
Cartesian coordinates (Å):
C  -1.83645  -0.92533  -0.90835  0.0757
C  -0.83974  -0.60928  -0.06989  -0.3175
C  -0.29137  -1.51204  0.98327  -0.0501
C  -0.28307  0.76926  -0.14779  -0.3773
O  -0.95375  1.72946  0.22911  0.0849
C  1.14004  0.91807  -0.67770  -0.1970
N  1.93979  1.74168  0.23890  0.0033
H  -2.30074  -1.90630  -0.88472  0.0680
H  -2.21849  -0.21291  -1.63477  0.0728
H  0.44019  -2.20357  0.55478  0.0865
H  -1.09037  -2.09437  1.45462  0.0882
H  0.20290  -0.94090  1.77662  0.0838
H  1.61398  -0.05945  -0.80321  0.1143
H  1.08600  1.39883  -1.65988  0.1251
H  1.96726  1.29338  1.15438  0.0670
H  1.42387  2.61343  0.39469  0.0723

As for the structure (SMILES): C=C(C)C(=O)CN. The energy above the lowest of the compared OMol25 structures with the same formula, charge and spin comes out at 39.53 kcal per mole. Its maximum force is 1.72 eV/A. The LUMO energy comes out at 0.8033 eV. The total energy comes out at -325.87455 hartree. The frontier orbital gap is 10.13 eV.

Entry 5:
Molecular formula: C5H9NO
Method: DFT, the ωB97M-V functional and the def2-TZVPD basis

Each line ends with the Löwdin charge.
Cartesian coordinates (Å):
O  -2.77836  -0.52169  0.29396  0.0066
C  -1.96231  -0.08260  -0.62866  -0.0884
C  -0.94178  0.87248  -0.05214  -0.1689
C  0.42386  0.18578  -0.06508  -0.5417
C  1.46806  0.56116  -1.04437  -0.1153
N  1.53965  1.03669  0.33921  0.0500
C  0.35162  -1.24745  0.41878  -0.0346
H  -2.60733  -0.13512  1.18589  0.1100
H  -0.39403  -1.79054  -0.17481  0.0734
H  -1.16340  1.18978  0.98970  0.1156
H  -0.90755  1.76943  -0.67906  0.1160
H  1.27700  1.33370  -1.78590  0.1040
H  2.16093  -0.21613  -1.36658  0.1073
H  2.22028  0.49446  0.86666  0.0922
H  1.31046  -1.76500  0.31530  0.0845
H  0.04412  -1.28441  1.47331  0.0892

The energy above the lowest of the compared OMol25 structures with the same formula, charge and spin comes out at 99.99 kcal per mole. Its maximum force is 0.41 eV/A. The LUMO energy comes out at 0.8533 eV. The total energy comes out at -325.77822 hartree. The frontier orbital gap is 9.50 eV.

Entry 6:
Molecular formula: C5H9NO
Method: DFT, the ωB97M-V functional and the def2-TZVPD basis

Each line ends with the Löwdin charge.
Cartesian coordinates (Å):
O  -0.77474  1.44337  -2.56389  0.0180
C  -0.82480  0.35684  -2.02744  -0.3366
N  -0.50908  0.13124  -0.73409  -0.1023
C  -0.10906  1.21237  0.14435  -0.1396
C  0.80546  0.55553  1.19646  -0.1498
C  0.59476  -0.96362  1.03639  -0.1576
C  -0.38678  -1.17974  -0.12295  -0.1505
H  -1.11232  -0.56673  -2.55373  0.1357
H  -0.96997  1.61051  0.68035  0.1205
H  0.37475  2.02541  -0.38742  0.1194
H  0.47557  0.94808  2.16524  0.1059
H  1.84445  0.81450  1.05020  0.1000
H  1.54236  -1.46258  0.86565  0.1007
H  0.23570  -1.42669  1.95423  0.1029
H  0.15077  -1.83793  -0.81075  0.1156
H  -1.33707  -1.66056  0.10739  0.1174

As for the structure (SMILES): O=CN1CCCC1. The energy above the lowest of the compared OMol25 structures with the same formula, charge and spin comes out at 16.50 kcal per mole. Its maximum force is 1.36 eV/A. The LUMO energy comes out at 0.8462 eV. The total energy comes out at -325.91127 hartree. The frontier orbital gap is 10.09 eV.

Entry 7:
Molecular formula: C5H9NO
Method: DFT, the ωB97M-V functional and the def2-TZVPD basis

Each line ends with the Löwdin charge.
Cartesian coordinates (Å):
C  2.34679  -0.29675  0.15052  -0.0593
C  0.98914  0.35109  -0.03067  -0.2398
C  -0.07067  -0.25267  -0.98928  -0.0992
N  -1.02977  -0.20219  0.11302  -0.0960
C  -2.44764  0.06848  0.09118  -0.0375
C  -0.11571  0.25248  1.03295  -0.4437
O  -0.23497  0.53518  2.20018  0.0863
H  2.27747  -1.38326  0.26585  0.0816
H  2.84807  0.10717  1.03625  0.0822
H  2.97715  -0.08198  -0.71903  0.0767
H  1.11883  1.42075  -0.23751  0.1475
H  -0.35164  0.34358  -1.86371  0.1170
H  0.15076  -1.27891  -1.30510  0.1164
H  -2.64081  1.14981  0.16162  0.0933
H  -2.88356  -0.30473  -0.84036  0.0865
H  -2.93345  -0.42807  0.93409  0.0881

As for the structure (SMILES): C[C@H]1CN(C)C1=O. The energy above the lowest of the compared OMol25 structures with the same formula, charge and spin comes out at 24.52 kcal per mole. Its maximum force is 0.32 eV/A. The LUMO energy comes out at 0.9314 eV. The total energy comes out at -325.89847 hartree. The frontier orbital gap is 10.16 eV.